Record 1
Computed, not measured: a structure of composition C53H53N6O5P2Rb at a distorted geometry, with ωB97M-V with the def2-TZVPD basis set.

E, Eh: -3462.95678
Net charge: 0
Energy above the lowest of the compared OMol25 structures with the same formula, charge and spin, eV: 0.714
E_HOMO, eV: -6.9
LUMO energy, Ha: -0.029
Spin multiplicity: 1
Kohn-Sham gap, eV: 6.166

CARTESIAN COORDINATES (ANGSTROEM)
Rb (1.91659, 0.08227, 0.43676)
O (6.45409, -0.54903, -1.60784)
C (5.51979, -0.38603, -0.66324)
O (4.77759, 0.55417, -0.64074)
C (5.53619, -1.52373, 0.33286)
O (4.43669, -1.39493, 1.18016)
C (4.07439, -2.58583, 1.84876)
C (2.51019, -2.62933, 2.01976)
O (2.07899, -3.05193, 3.08056)
O (1.89069, -2.25713, 0.99526)
H (6.41679, 0.17857, -2.25004)
H (6.49019, -1.50653, 0.88706)
H (5.49349, -2.47003, -0.22814)
H (4.57119, -2.66823, 2.82296)
H (4.34329, -3.46153, 1.24706)
C (3.54569, -4.14573, -3.91794)
C (3.40669, -3.86203, -2.56684)
C (2.95619, -2.62523, -2.14964)
C (2.68429, -1.62993, -3.09554)
C (2.84749, -1.91793, -4.45984)
C (3.25479, -3.17173, -4.86174)
N (2.15609, -0.43623, -2.65654)
N (2.30519, 0.56147, -3.41204)
C (1.75209, 1.77107, -3.07594)
C (1.36399, 2.59367, -4.14604)
C (0.89509, 3.85937, -3.87364)
C (0.85739, 4.28877, -2.55194)
C (1.28429, 3.40887, -1.56734)
N (1.70289, 2.18227, -1.80824)
H (3.86619, -5.12733, -4.23274)
H (3.61609, -4.62723, -1.83484)
H (2.77929, -2.42433, -1.10314)
H (2.59979, -1.14983, -5.17804)
H (3.33759, -3.39833, -5.91494)
H (1.42999, 2.21867, -5.15524)
H (0.58709, 4.51437, -4.67564)
H (0.51719, 5.28297, -2.30284)
H (1.30209, 3.70207, -0.52574)
C (-2.21351, -2.76293, -0.22574)
N (-3.02141, -1.59323, -0.48024)
C (-2.90701, -0.55873, 0.51096)
P (-1.39811, 0.53327, 0.21516)
C (-1.77601, 0.96657, -1.52604)
C (-1.08191, 0.24657, -2.49274)
C (-1.24511, 0.53167, -3.83674)
C (-2.10771, 1.54067, -4.23134)
C (-2.83431, 2.23397, -3.27784)
C (-2.67611, 1.94667, -1.93434)
C (-2.00391, 2.03997, 1.05956)
C (-1.67111, 3.29927, 0.56426)
C (-2.11401, 4.44497, 1.19476)
C (-2.86591, 4.35467, 2.35736)
C (-3.14331, 3.10947, 2.89676)
C (-2.70921, 1.96127, 2.25746)
C (-4.19681, -1.72613, -1.19924)
C (-4.67821, -2.97543, -1.61314)
C (-5.83551, -3.08533, -2.35934)
C (-6.56711, -1.96503, -2.71024)
C (-6.11211, -0.72423, -2.29764)
C (-4.94971, -0.60313, -1.56644)
P (-0.40941, -2.36603, 0.29596)
C (-0.73341, -2.52993, 2.09036)
C (-0.48281, -1.43423, 2.90616)
C (-0.67931, -1.51363, 4.27236)
C (-1.11251, -2.69823, 4.84396)
C (-1.40131, -3.78283, 4.03296)
C (-1.22831, -3.69753, 2.66336)
C (0.22289, -4.02403, -0.18594)
C (0.81169, -4.93153, 0.68836)
C (1.31859, -6.13003, 0.21696)
C (1.27589, -6.42883, -1.13534)
C (0.75119, -5.50423, -2.02064)
C (0.23519, -4.31143, -1.54824)
H (-2.14821, -3.34393, -1.14804)
H (-2.67861, -3.39263, 0.55246)
H (-2.80431, -1.01633, 1.50556)
H (-3.79661, 0.07777, 0.51126)
H (-0.40281, -0.53623, -2.17634)
H (-0.69141, -0.02713, -4.57904)
H (-2.21961, 1.78507, -5.27844)
H (-3.53061, 3.00297, -3.58284)
H (-3.25221, 2.49977, -1.20604)
H (-1.08021, 3.37277, -0.33774)
H (-1.89071, 5.41527, 0.76996)
H (-3.23081, 5.24967, 2.84126)
H (-3.71351, 3.03247, 3.81306)
H (-2.92311, 0.99617, 2.69336)
H (-4.16291, -3.88033, -1.33534)
H (-6.17611, -4.06613, -2.66004)
H (-7.47171, -2.05593, -3.29254)
H (-6.66871, 0.16657, -2.55054)
H (-4.61851, 0.38567, -1.29574)
H (-0.11371, -0.51763, 2.46106)
H (-0.46671, -0.65473, 4.89456)
H (-1.21461, -2.78063, 5.91826)
H (-1.74811, -4.70663, 4.47346)
H (-1.46051, -4.55033, 2.03806)
H (0.89149, -4.69513, 1.73846)
H (1.74859, -6.84083, 0.91116)
H (1.65359, -7.37573, -1.49514)
H (0.75159, -5.70863, -3.08204)
H (-0.15421, -3.58223, -2.24834)
N (1.18669, 2.44477, 1.94336)
C (1.34419, 3.42207, 2.52966)
N (1.57309, 4.52777, 3.17536)
C (1.79009, 4.51807, 4.60696)
C (0.75029, 5.40247, 5.32426)
C (-0.36541, 5.78457, 4.35656)
C (0.21829, 6.58767, 3.19576)
C (1.38799, 5.81597, 2.54706)
H (2.80579, 4.88157, 4.81236)
H (1.72619, 3.48217, 4.94506)
H (1.22279, 6.31487, 5.69366)
H (0.33919, 4.87107, 6.18236)
H (-1.11621, 6.38167, 4.87346)
H (-0.85431, 4.88507, 3.97716)
H (0.57519, 7.54907, 3.56966)
H (-0.55981, 6.78517, 2.45876)
H (2.32299, 6.38077, 2.65206)
H (1.20849, 5.65167, 1.48286)

***

Record 2
Computed, not measured: the molecule C11H18N4O3S at a distorted geometry, with ωB97M-V with the def2-TZVPD basis set.

E, Eh: -1272.92179
Net charge: 0
Energy above the lowest of the compared OMol25 structures with the same formula, charge and spin, eV: 0.402
E_HOMO, eV: -8.3
LUMO energy, Ha: 0.028
Structure (SMILES): CSCC[C@H](NC(=O)[C@@H](N)Cc1c[nH]cn1)C(=O)O
Spin multiplicity: 1
Kohn-Sham gap, eV: 9.085

CARTESIAN COORDINATES (ANGSTROEM)
C (0.37238, 1.25065, -0.57534)
C (0.04767, -0.21405, -0.30984)
C (-0.66470, 1.86129, -1.54685)
C (-0.45569, 3.32174, -1.79470)
C (-1.42320, 4.21900, -2.25054)
C (0.56167, 5.18741, -2.13078)
C (0.90323, -2.45261, 0.12711)
C (0.73815, -2.93255, -1.31870)
C (-0.24047, -3.06806, 0.97749)
C (0.02344, -2.80456, 2.45912)
C (-1.15545, -2.30226, 4.82715)
H (1.88928, 0.95292, -1.90214)
H (2.07161, 2.35419, -1.00048)
H (0.16549, 1.75212, 0.43330)
H (-0.46502, 1.36734, -2.48555)
H (-1.69342, 1.62751, -1.22787)
H (-2.50120, 4.09424, -2.40401)
H (1.33837, 5.94418, -2.21354)
H (-1.22404, 6.26402, -2.56846)
H (1.95400, -0.63089, 0.19986)
H (1.80916, -2.83946, 0.55462)
H (-0.36606, -4.08508, 0.73637)
H (-1.18451, -2.53973, 0.75975)
H (0.99396, -3.24229, 2.68986)
H (0.03077, -1.69438, 2.64324)
H (-0.15733, -2.22907, 5.16224)
H (-1.49258, -1.37350, 4.50847)
H (-1.79568, -2.70309, 5.67802)
H (0.11119, -4.25075, -2.43644)
N (1.76887, 1.36992, -0.93514)
N (0.74197, 3.96212, -1.75811)
N (-0.76315, 5.38260, -2.44641)
N (1.02173, -0.97885, 0.21663)
O (-1.10400, -0.62222, -0.51806)
O (1.17390, -2.26639, -2.22300)
O (0.15250, -4.11521, -1.47066)
S (-1.18285, -3.56627, 3.54337)

***

Record 3
Computed, not measured: a cluster of 2 separate species, C4H5N3 in total at a distorted geometry, with ωB97M-V with the def2-TZVPD basis set.

E, Eh: -319.60314
Net charge: 0
Energy above the lowest of the compared OMol25 structures with the same formula, charge and spin, eV: 2.968
E_HOMO, eV: -10.8
LUMO energy, Ha: -0.033
Spin multiplicity: 1
Kohn-Sham gap, eV: 9.846

CARTESIAN COORDINATES (ANGSTROEM)
C (0.48614, -0.28221, 1.32987)
N (-0.09843, 0.11740, 0.07093)
C (-0.73007, -0.64590, -0.71509)
C (0.95754, 3.24010, -1.83450)
N (0.54857, 2.46599, -1.05164)
C (-0.99754, -2.02976, -0.42574)
N (-1.22170, -3.13975, -0.19982)
H (0.24352, -1.31052, 1.60858)
H (0.13078, 0.41237, 2.09746)
H (1.57297, -0.15164, 1.25386)
H (0.23205, 1.59772, -0.47138)
H (-1.12385, -0.27380, -1.66253)